98
Properties=species:S:1:pos:R:3:forces:R:3:lowdin_charge:R:1 method="wB97M-V/def2-TZVPD" s2=8.7573 multiplicity=6 max_force_ev_per_a=3.11 orbital_gap_ev="9.16 / 9.16" charge=+1
Sm 0.08915 0.22557 -1.10224 1.03 2.91 0.32 1.555
C -0.66918 3.68147 -0.60278 0.09 -0.07 -0.18 -0.172
C 0.07385 3.18800 0.62748 0.16 -0.08 -0.12 -0.197
N 1.19059 2.28773 0.26616 -0.06 -0.02 0.07 -0.114
C 2.29839 2.98684 -0.43276 -0.13 0.06 0.05 -0.167
C 2.70431 2.31764 -1.73882 -0.25 -0.03 0.06 -0.184
N 1.53613 1.92312 -2.53290 0.03 0.12 -0.05 -0.132
C 0.82312 3.02653 -3.19983 0.14 -0.04 0.15 -0.173
C -0.67422 2.91143 -2.96972 0.08 -0.10 0.23 -0.184
N -0.94517 2.58954 -1.55443 -0.26 0.14 -0.17 -0.134
H -1.59054 4.16507 -0.28074 -0.08 0.06 0.02 0.127
H -0.07978 4.44560 -1.10973 -0.02 0.02 -0.03 0.112
H 0.42042 4.05176 1.20043 0.04 0.07 0.07 0.132
H -0.60502 2.63093 1.26608 -0.09 -0.09 0.10 0.069
H 1.55005 1.89850 1.12936 0.04 -0.01 0.13 0.108
H 1.99230 4.01786 -0.62150 0.01 -0.01 0.01 0.112
H 3.17594 3.04361 0.21131 0.03 0.04 0.04 0.130
H 3.36394 2.99744 -2.28295 0.12 0.04 -0.07 0.130
H 3.26021 1.41077 -1.52224 0.06 -0.13 -0.02 0.096
H 1.83146 1.23247 -3.20612 0.07 -0.10 -0.17 0.070
H 1.19660 3.97364 -2.80847 0.03 0.03 0.00 0.114
H 1.02150 3.03644 -4.27075 0.04 0.03 -0.09 0.125
H -1.18512 3.81965 -3.29622 -0.02 0.12 -0.01 0.131
H -1.05406 2.07970 -3.55901 -0.11 -0.08 -0.05 0.084
H -1.91826 2.33039 -1.49664 -0.17 0.01 0.01 0.067
O 3.16257 -2.67049 -1.67606 -0.13 0.03 -0.23 0.000
C 2.32753 -1.76490 -0.96679 0.01 -0.07 -0.05 -0.673
O 1.70121 -0.88985 -1.84726 1.25 -1.09 0.16 -0.355
C 1.23024 -2.59342 -0.20106 -0.05 0.17 -0.26 -0.070
O -0.08836 -1.98749 -0.31093 0.03 -0.81 -0.30 -0.301
C -0.90538 -2.58111 -1.37026 0.01 0.11 0.22 -0.076
C -1.99199 -1.65082 -1.93573 0.17 0.53 0.27 -0.675
O -2.88322 -2.17739 -2.54926 -0.23 0.01 -0.24 0.095
O -1.83159 -0.34988 -1.75407 -1.61 -1.47 -0.68 -0.307
H 2.86521 -2.63350 -2.59265 -0.01 -0.06 -0.04 0.112
H 1.20195 -3.60356 -0.59539 -0.07 -0.13 -0.04 0.139
H 1.47409 -2.63921 0.85439 -0.10 -0.03 0.22 0.112
H -0.26947 -2.84731 -2.21222 0.14 -0.06 -0.06 0.128
H -1.41035 -3.46521 -1.00054 0.01 -0.17 0.22 0.146
C -5.52432 2.87496 1.97078 0.00 0.01 0.01 -0.067
C -4.88783 2.87511 0.74008 0.08 -0.06 0.03 -0.066
C -3.76016 2.08006 0.54521 -0.09 -0.04 0.05 -0.098
C -3.25700 1.28438 1.57058 0.01 0.03 0.01 -0.359
C -3.93320 1.26719 2.79443 -0.04 -0.05 0.03 -0.090
C -5.05006 2.06013 2.99562 -0.03 0.02 0.01 -0.058
P -1.85102 0.13892 1.27198 -0.39 0.02 0.58 1.080
C -2.79778 -1.43895 1.38621 0.08 0.03 0.04 -0.334
C -2.59472 -2.42504 2.34814 -0.04 -0.07 0.00 -0.077
C -3.38434 -3.56984 2.35586 0.03 0.03 0.00 -0.068
C -4.37728 -3.74374 1.40324 0.00 0.00 0.00 -0.069
C -4.59217 -2.75979 0.44794 -0.01 -0.01 -0.01 -0.055
C -3.81441 -1.61276 0.44526 0.01 0.04 -0.03 -0.103
C -0.89265 0.23388 2.83162 0.04 -0.08 0.09 -0.368
C -0.01280 -0.81117 3.14140 -0.01 0.04 0.08 -0.120
C 0.70677 -0.80345 4.33060 0.00 0.08 -0.13 -0.073
C 0.62405 0.28318 5.19137 -0.02 0.00 0.00 -0.069
C -0.19073 1.35675 4.86211 -0.04 -0.02 -0.07 -0.064
C -0.95541 1.32541 3.70017 0.09 0.06 0.01 -0.105
H -6.40061 3.49296 2.13046 0.06 -0.05 -0.02 0.111
H -5.27395 3.47691 -0.07408 0.03 -0.03 0.04 0.109
H -3.32113 2.02798 -0.44207 -0.01 0.01 0.04 0.079
H -3.59567 0.60995 3.59023 -0.01 0.07 -0.07 0.117
H -5.56396 2.03306 3.95080 0.05 0.01 -0.09 0.113
H -1.83504 -2.31295 3.10945 -0.12 -0.01 -0.02 0.087
H -3.22240 -4.32441 3.11680 0.00 0.04 -0.04 0.108
H -4.98550 -4.63965 1.40780 0.02 0.03 0.00 0.109
H -5.36316 -2.88326 -0.30287 0.04 0.01 0.04 0.116
H -4.00483 -0.85017 -0.30237 0.02 -0.03 0.03 0.109
H 0.06216 -1.66599 2.47594 0.06 0.08 0.02 0.090
H 1.32173 -1.65264 4.59458 0.08 -0.02 -0.05 0.107
H 1.18647 0.28845 6.11763 -0.03 0.00 -0.06 0.111
H -0.25741 2.21206 5.52449 0.00 -0.04 -0.04 0.111
H -1.61585 2.15764 3.48264 0.04 -0.06 0.03 0.101
C 4.10193 -3.88981 1.07306 -0.19 -0.37 0.05 -0.166
Si 4.51375 -2.08256 1.01921 -0.17 0.03 -0.22 0.485
C 6.17892 -1.80917 0.27243 0.46 -0.04 -0.27 -0.176
C 4.53859 -1.41429 2.74358 0.22 0.25 0.38 -0.176
C 3.26618 -1.05190 0.00681 -0.12 0.12 -0.11 -0.155
H 4.99962 -4.45867 1.34348 -0.14 0.06 -0.01 0.044
H 3.75367 -4.24815 0.10034 0.08 -0.01 0.14 0.030
H 3.33602 -4.10743 1.82838 0.09 -0.02 -0.12 0.037
H 6.96207 -2.15983 0.95589 -0.07 0.05 -0.14 0.041
H 6.34942 -0.74374 0.08221 0.05 -0.11 0.02 0.036
H 6.28987 -2.34809 -0.67641 -0.01 0.12 0.13 0.043
H 5.24574 -1.98514 3.35875 -0.12 0.12 -0.06 0.045
H 3.55882 -1.47862 3.21110 -0.15 0.01 0.13 0.008
H 4.85397 -0.36355 2.76240 -0.04 -0.13 0.04 0.040
H 3.88185 -0.40867 -0.62976 0.00 0.08 0.10 0.078
H 2.69176 -0.39842 0.67872 -0.09 0.00 0.06 0.075
C -1.73733 -0.40418 -5.18941 0.00 0.15 -0.05 -0.348
S -0.17642 -0.52968 -4.30479 -0.01 -0.14 0.04 0.790
C 0.96110 -0.05270 -5.60953 0.08 0.02 -0.04 -0.375
H -1.67643 -1.00312 -6.09743 -0.05 0.01 0.02 0.050
H -1.96644 0.63292 -5.44485 0.00 -0.08 -0.01 0.044
H -2.51319 -0.80758 -4.54119 0.01 0.01 0.01 0.027
H 0.73286 0.94888 -5.97735 0.05 -0.03 -0.01 0.042
H 0.90551 -0.76499 -6.43083 0.02 0.03 -0.03 0.045
H 1.97337 -0.07423 -5.20195 -0.05 0.00 -0.02 0.038



104
Properties=species:S:1:pos:R:3:forces:R:3:lowdin_charge:R:1 method="wB97M-V/def2-TZVPD" s2=0.7563 multiplicity=2 max_force_ev_per_a=0.89 orbital_gap_ev="6.99 / 7.27" charge=+2
Ti -0.83617 0.24989 0.22749 0.33 0.60 -0.58 0.646
C -4.92452 -3.34821 -0.82854 -0.03 -0.05 -0.03 -0.012
C -4.07674 -2.79081 0.27327 0.17 0.01 0.01 -0.215
C -4.14607 -3.24227 1.58611 0.01 0.03 -0.01 0.025
C -3.36342 -2.64783 2.56187 0.05 0.08 -0.09 -0.070
C -2.51241 -1.62949 2.17582 -0.20 -0.23 0.01 -0.715
Br -1.61409 -0.66941 3.52362 0.11 0.04 0.02 0.908
N -2.36461 -1.22030 0.91872 0.01 0.04 0.27 -0.084
C -3.15612 -1.79132 -0.00476 -0.13 -0.03 0.13 -0.100
H -5.84739 -2.77470 -0.93268 0.00 0.00 -0.01 0.097
H -5.20121 -4.38124 -0.62528 -0.01 0.00 0.01 0.092
H -4.39183 -3.31336 -1.77795 -0.01 0.01 -0.01 0.087
H -4.82334 -4.04293 1.85513 -0.02 -0.01 0.00 0.135
H -3.42027 -2.94185 3.59915 -0.01 -0.01 0.01 0.115
H -3.05341 -1.43744 -1.01727 0.01 0.00 0.01 0.087
C -4.19663 1.32605 1.89639 -0.07 0.00 0.02 -0.234
P -3.12301 1.73292 0.47915 0.31 -0.23 -0.21 0.806
C -4.24392 1.57091 -0.93931 -0.09 0.09 -0.02 -0.227
C -2.90219 3.53972 0.67555 -0.12 0.00 0.02 -0.410
C -1.78060 3.91827 1.65256 0.02 0.08 0.06 -0.368
P -0.48905 2.62671 2.00260 -0.11 -0.30 -0.10 0.820
C -0.64085 2.53626 3.82339 0.04 0.10 0.05 -0.291
C 1.07241 3.55594 1.83878 0.06 0.05 0.03 -0.240
H -5.11816 1.90678 1.82596 0.01 0.00 0.01 0.065
H -3.70995 1.56288 2.84289 0.03 0.00 -0.02 0.030
H -4.45546 0.26712 1.90044 0.01 0.01 -0.02 0.039
H -5.06286 2.28886 -0.86254 0.01 -0.02 0.00 0.064
H -4.66788 0.56657 -0.96492 0.03 -0.01 0.01 0.048
H -3.69692 1.73750 -1.86615 0.02 0.00 0.01 0.036
H -3.85444 3.95748 1.01239 0.02 0.00 -0.02 0.096
H -2.71146 3.94662 -0.31447 -0.01 -0.04 0.00 0.042
H -2.21251 4.17770 2.62075 0.01 0.00 -0.01 0.085
H -1.26625 4.81564 1.30327 0.01 -0.02 -0.01 0.085
H -0.55698 3.54631 4.23013 0.02 -0.01 -0.01 0.063
H 0.15002 1.92984 4.26057 -0.02 -0.04 -0.01 0.021
H -1.60774 2.13267 4.11742 -0.01 -0.03 -0.02 0.006
H 1.08313 4.38570 2.54806 -0.02 0.00 0.00 0.067
H 1.17719 3.94761 0.82961 -0.01 -0.04 0.06 0.021
H 1.92582 2.91554 2.05488 0.00 -0.03 0.01 0.028
N 2.77226 -1.00547 -6.97808 0.05 -0.02 -0.05 0.146
C 1.93626 -0.99284 -5.91690 -0.03 -0.05 0.01 -0.296
C 1.84535 0.13188 -5.07799 -0.06 -0.01 0.09 0.001
C 0.99263 0.12825 -3.99849 0.10 0.12 0.03 -0.067
C 0.19629 -0.97717 -3.72475 -0.04 -0.04 -0.06 -0.296
C 0.27408 -2.10043 -4.55439 -0.06 -0.08 -0.06 -0.048
C 1.13098 -2.11002 -5.62647 0.01 0.03 -0.01 -0.004
S -0.86065 -1.07094 -2.35677 -0.15 0.25 0.22 0.648
O -1.79015 -2.12600 -2.64460 -0.02 0.04 -0.04 -0.267
O -1.45409 0.25092 -1.97759 -0.03 0.02 0.05 -0.448
N -0.06142 -1.28876 -0.97940 -0.01 -0.30 0.25 -0.237
C 0.38769 -2.63474 -0.82025 -0.01 0.07 0.00 -0.497
N 1.58487 -2.90990 -1.31661 0.00 -0.15 0.00 0.145
C 1.97547 -4.18450 -1.24021 -0.02 0.04 0.03 -0.082
C 1.17881 -5.16200 -0.67502 -0.08 0.00 0.03 -0.016
C -0.04755 -4.75083 -0.17524 0.12 -0.05 -0.01 -0.094
N -0.45543 -3.48549 -0.24001 0.10 0.01 -0.06 0.139
H 3.32997 -0.20712 -7.21843 -0.01 0.03 0.03 0.112
H 2.80859 -1.79525 -7.59604 -0.01 -0.01 0.00 0.113
H 2.44269 1.00946 -5.28866 0.02 0.01 -0.01 0.121
H 0.92860 1.00768 -3.38223 -0.03 0.07 0.01 0.072
H -0.34917 -2.96230 -4.36393 -0.02 0.02 0.04 0.119
H 1.17771 -2.98114 -6.26656 0.01 -0.01 -0.01 0.122
H 2.95388 -4.41656 -1.64408 0.00 0.02 -0.01 0.122
H 1.49591 -6.19244 -0.62015 0.00 -0.01 0.00 0.114
H -0.72053 -5.45737 0.29707 -0.03 0.02 0.00 0.121
C -1.17233 2.70697 -4.10640 0.06 -0.03 0.00 -0.081
O -0.11485 2.97260 -3.15569 0.08 -0.02 -0.01 -0.342
P -0.44174 2.97718 -1.58101 -0.06 0.20 -0.05 0.853
O 0.56903 1.83416 -0.93537 -0.22 -0.16 0.07 -0.491
C 1.99379 1.82931 -1.20905 0.00 0.04 0.14 -0.069
O 0.46485 4.25720 -1.15517 -0.04 -0.06 -0.10 -0.374
C 0.10066 5.52960 -1.72260 0.00 -0.02 0.07 -0.082
H -0.70025 2.67542 -5.08387 -0.02 0.00 0.01 0.098
H -1.90464 3.51312 -4.08218 -0.01 -0.02 -0.01 0.091
H -1.64482 1.75087 -3.89093 -0.03 0.02 -0.03 0.066
H 2.51737 1.99658 -0.27065 0.02 0.01 -0.02 0.080
H 2.23809 2.63041 -1.90256 0.01 -0.04 -0.03 0.100
H 2.25519 0.86075 -1.62667 0.01 0.00 0.03 0.082
H -0.97767 5.69327 -1.64407 0.00 0.02 -0.03 0.085
H 0.40594 5.57388 -2.76566 0.00 0.03 0.00 0.091
H 0.61937 6.29018 -1.14615 0.01 0.00 -0.03 0.097
C 1.11843 -2.45083 2.38915 0.04 0.01 0.06 -0.275
As 1.38501 -0.63255 1.73100 -0.16 -0.04 -0.15 1.128
C 2.99700 -0.80591 0.65809 0.10 0.03 0.15 -0.266
C 2.09104 0.17912 3.38438 0.03 0.02 0.10 -0.323
C 3.37346 -0.45006 3.85021 -0.03 0.02 -0.09 -0.311
C 3.36815 -1.53776 4.71750 0.00 -0.04 0.04 -0.057
C 4.55795 -2.12904 5.11580 -0.02 -0.01 0.01 -0.063
C 5.76902 -1.63727 4.65452 0.05 -0.01 0.01 -0.069
C 5.78741 -0.53999 3.80594 -0.03 0.01 -0.01 -0.064
C 4.59710 0.04862 3.40896 0.02 0.01 0.01 -0.067
H 0.96082 -2.40234 3.46462 0.01 -0.03 -0.04 0.010
H 2.00777 -3.04713 2.18947 -0.02 0.00 -0.01 0.049
H 0.24950 -2.90523 1.92438 0.01 0.01 0.01 -0.006
H 3.53505 0.14001 0.66050 0.00 0.01 -0.03 0.022
H 2.74361 -1.09639 -0.35722 -0.03 -0.01 0.00 0.000
H 3.63827 -1.56157 1.11132 -0.01 0.02 0.00 0.047
H 1.30458 0.05975 4.13194 0.01 -0.02 -0.03 0.048
H 2.23494 1.24491 3.21826 -0.02 0.01 -0.04 0.047
H 2.43194 -1.91757 5.10974 -0.01 0.02 -0.01 0.108
H 4.53755 -2.96701 5.79924 0.00 -0.01 0.01 0.111
H 6.69674 -2.09535 4.96953 0.00 0.00 0.00 0.111
H 6.72889 -0.13450 3.46155 0.02 0.00 0.00 0.111
H 4.62461 0.91936 2.76279 -0.02 0.00 -0.01 0.110